(1)
Computed, not measured: a 2-piece molecular cluster, C5H11NO overall, with wB97M-V/def2-TZVPD.

Computed properties:
gap between HOMO and LUMO: 8.8 eV
SMILES: C=CC(=C)NC.O
total charge: 0
E_tot: -327.0238 hartree

Geometry as XYZ:
```
18
C5H11NO | OMol25 | wB97M-V/def2-TZVPD
C 2.83 0.62 0.69
C 2.18 0.06 -0.32
C 1.02 -0.90 -0.17
C 0.39 -1.05 1.01
N 0.89 -1.75 -1.23
C -0.36 -2.40 -1.58
H 2.34 0.65 1.64
H 3.77 1.10 0.47
H 2.62 -0.05 -1.31
H -0.23 -1.92 1.17
H 0.12 -0.20 1.62
H 1.66 -2.12 -1.74
H -1.01 -1.72 -2.13
H -0.87 -2.70 -0.68
H -0.17 -3.37 -2.02
O -5.18 4.48 1.41
H -5.71 4.00 2.06
H -4.25 4.35 1.62
```

---

(2)
Computed, not measured: a 2-piece molecular cluster, C5H11NO overall, with wB97M-V/def2-TZVPD.

Computed properties:
gap between HOMO and LUMO: 10.8 eV
SMILES: CCC=O.C=NC
total charge: 0
E_tot: -327.0539 hartree

Geometry as XYZ:
```
18
C5H11NO | OMol25 | wB97M-V/def2-TZVPD
C -1.34 -0.66 1.67
C 0.06 -1.26 1.57
C 0.07 -2.44 0.63
O 0.65 -2.50 -0.42
H -1.57 -0.08 0.78
H -1.45 -0.05 2.57
H -2.09 -1.45 1.72
H 0.82 -0.54 1.26
H 0.36 -1.69 2.53
H -0.52 -3.31 1.00
C -0.61 2.91 -1.67
N -0.07 2.19 -0.79
C 1.24 1.63 -1.08
H -1.54 3.40 -1.39
H -0.20 3.03 -2.68
H 1.89 1.88 -0.24
H 1.68 2.06 -1.99
H 1.19 0.55 -1.16
```

---

Values of energy above the lowest of the compared OMol25 structures with the same formula, charge and spin, in order: 2.9252 2.1074, all in eV.
Values of largest force on an atom, in order: 1.63 0.63, all in eV/Å.
Values of E_LUMO, in order: 0.952 1.078, all in eV.